[1]
Formula: C18H33AsMoNO4SSi
Source: the OMol25 dataset
Level of theory: ωB97M-V/def2-TZVPD

Output
* F_max: 2.224 eV/Å
* LUMO level (spin up / spin down): -11.8 / -11.9 eV
* gap between HOMO and LUMO (spin up / spin down): 6.165 / 6.056 eV
* highest occupied orbital energy (spin up / spin down): -0.661 / -0.661 hartree
* calculated total energy: -110257.9264 eV

```
! wB97M-V def2-TZVPD RIJCOSX def2/J DEFGRID3
* xyz 3 1
Mo 0.045 0.399 0.098
C 5.051 -5.597 -0.024
C 4.397 -4.265 -0.196
C 3.032 -4.167 -0.511
C 2.415 -2.945 -0.650
C 3.207 -1.797 -0.484
C 4.577 -1.848 -0.173
C 5.147 -3.090 -0.030
S 2.527 -0.259 -0.594
O 1.072 -0.343 -1.259
O 3.313 0.766 -1.162
N 1.813 0.224 0.817
C 2.148 0.482 2.207
C 0.882 1.146 2.776
O 0.745 1.654 3.816
O -0.153 1.086 1.793
H 4.378 -6.418 -0.256
H 5.395 -5.709 1.007
H 5.938 -5.672 -0.655
H 2.457 -5.072 -0.663
H 1.368 -2.880 -0.907
H 5.168 -0.947 -0.061
H 6.203 -3.159 0.200
H 3.003 1.147 2.332
H 2.340 -0.437 2.764
C 1.973 3.858 0.436
Si 0.157 3.762 0.488
C -0.766 4.276 1.963
C -0.667 3.716 -1.142
H 2.210 4.836 -0.011
H 2.440 3.100 -0.195
H 2.424 3.849 1.429
H -1.393 5.140 1.715
H -0.079 4.569 2.759
H -1.414 3.490 2.356
H -0.704 4.760 -1.490
H -1.699 3.365 -1.110
H -0.099 3.157 -1.887
C -4.153 2.400 0.097
C -4.049 0.918 0.426
As -2.420 0.070 -0.225
C -2.701 -1.867 0.085
C -4.157 -2.266 0.299
C -2.451 0.239 -2.203
C -3.642 -0.509 -2.801
H -5.067 2.797 0.539
H -4.212 2.576 -0.978
H -3.319 2.970 0.510
H -4.855 0.342 -0.026
H -4.069 0.739 1.501
H -2.099 -2.133 0.954
H -2.272 -2.365 -0.787
H -4.560 -1.858 1.224
H -4.202 -3.353 0.375
H -4.800 -1.973 -0.529
H -1.509 -0.145 -2.603
H -2.499 1.303 -2.433
H -3.604 -1.578 -2.606
H -3.624 -0.371 -3.882
H -4.589 -0.115 -2.433
*
```


[2]
Formula: C18H33F3N3O2S
Source: the OMol25 dataset
Level of theory: ωB97M-V/def2-TZVPD

Output
* F_max: 2.069 eV/Å
* LUMO level: -2.6 eV
* gap between HOMO and LUMO: 10.849 eV
* highest occupied orbital energy: -0.495 hartree
* calculated total energy: -46745.8393 eV

```
! wB97M-V def2-TZVPD RIJCOSX def2/J DEFGRID3
* xyz 1 1
C -2.876 -2.786 1.663
C -2.834 -1.882 0.409
C -4.133 -1.100 0.219
C -4.042 -0.028 -0.866
C -3.033 1.110 -0.547
C -1.877 1.233 -1.561
S -0.380 0.626 -0.727
C 0.239 2.012 0.330
O 1.389 1.618 0.956
C 1.243 1.250 2.342
C 0.081 0.307 2.639
C 0.918 0.272 -1.934
C 0.790 -1.169 -2.481
O -0.516 -1.643 -2.280
C 1.867 -2.128 -1.957
F 2.662 -1.586 -1.065
F 1.358 -3.200 -1.425
F 2.606 -2.515 -2.964
H -2.334 -2.297 2.462
H -2.311 -3.683 1.434
H -3.892 -3.011 1.952
H -2.645 -2.449 -0.499
H -2.048 -1.154 0.593
H -4.881 -1.809 -0.130
H -4.496 -0.695 1.160
H -5.024 0.418 -0.949
H -3.760 -0.482 -1.811
H -3.571 2.050 -0.511
H -2.633 0.953 0.453
H -1.695 2.289 -1.746
H -2.061 0.694 -2.479
H 0.500 2.814 -0.356
H -0.542 2.402 0.981
H 2.144 0.716 2.607
H 1.211 2.109 3.007
H -0.866 0.834 2.573
H 0.047 -0.458 1.865
H 0.175 -0.173 3.602
H 1.881 0.537 -1.509
H 0.763 0.949 -2.767
H 0.910 -1.119 -3.552
H -0.613 -2.024 -1.395
C 5.316 1.674 2.028
C 4.688 1.542 3.341
N 4.211 1.441 4.367
H 4.682 2.272 1.375
H 6.283 2.162 2.131
H 5.459 0.690 1.587
C -2.868 5.360 -1.179
C -2.241 4.794 0.016
N -1.745 4.360 0.948
H -2.897 4.615 -1.972
H -3.883 5.674 -0.947
H -2.297 6.222 -1.519
C 4.138 -4.583 -1.017
C 5.491 -5.129 -0.925
N 6.546 -5.555 -0.854
H 3.950 -3.922 -0.173
H 4.033 -4.026 -1.940
H 3.412 -5.393 -1.004
*
```


[3]
Formula: C18H33F5INO8P
Source: the OMol25 dataset
Level of theory: ωB97M-V/def2-TZVPD

Output
* F_max: 1.491 eV/Å
* LUMO level: -3.5 eV
* gap between HOMO and LUMO: 9.107 eV
* highest occupied orbital energy: -0.464 hartree
* calculated total energy: -68041.4750 eV

```
! wB97M-V def2-TZVPD RIJCOSX def2/J DEFGRID3
* xyz 1 1
C 1.133 1.171 0.554
C 0.809 0.145 -0.510
O -0.373 -0.565 -0.089
C -0.937 -1.422 -1.016
C 0.026 -2.378 -1.700
C 0.816 -1.854 -2.928
C 2.329 -2.084 -2.807
C 2.813 -3.272 -3.632
O 4.043 -3.795 -3.170
N -1.794 -2.293 -0.077
P -0.890 -3.427 1.076
O -1.441 -4.852 0.543
I -2.193 -3.116 3.109
C -2.994 -2.707 -0.872
C -4.144 -3.141 -0.024
O -3.317 -1.461 -1.432
C -2.129 -0.739 -1.822
C -2.425 0.685 -1.313
O -3.005 0.612 -0.044
C -2.467 1.503 0.915
C -2.192 -0.827 -3.374
F -3.483 -0.582 -3.735
F -1.900 -2.100 -3.781
C -1.319 0.204 -4.199
F -0.446 -0.460 -5.000
F -0.627 1.018 -3.374
F -2.120 0.971 -4.975
H 2.175 1.445 0.524
H 0.875 0.760 1.522
H 0.520 2.049 0.399
H 1.623 -0.555 -0.652
H 0.612 0.651 -1.449
H -0.551 -3.238 -2.026
H 0.768 -2.699 -0.981
H 0.671 -0.785 -2.982
H 0.450 -2.321 -3.827
H 2.816 -1.202 -3.210
H 2.648 -2.155 -1.771
H 2.989 -2.908 -4.639
H 2.073 -4.065 -3.671
H 4.387 -3.254 -2.466
H -2.214 -1.598 0.559
H -1.310 -4.937 -0.408
H -2.738 -3.386 -1.679
H -5.041 -3.190 -0.623
H -4.316 -2.425 0.770
H -3.962 -4.104 0.435
H -1.552 1.322 -1.350
H -3.144 1.104 -2.015
H -1.611 1.071 1.422
H -3.231 1.721 1.647
H -2.154 2.442 0.468
C 3.506 6.439 4.390
C 2.976 5.507 3.323
O 3.068 4.125 3.713
C 2.170 3.721 4.603
O 1.271 4.373 5.057
O 2.413 2.439 4.881
C 1.551 1.884 5.877
H 4.531 6.173 4.652
H 3.492 7.467 4.030
H 2.905 6.385 5.295
H 3.584 5.583 2.424
H 1.947 5.744 3.055
H 0.506 2.016 5.604
H 1.742 2.341 6.846
H 1.782 0.824 5.927
*
```


[4]
Formula: C18H33InN5O7P
Source: the OMol25 dataset
Level of theory: ωB97M-V/def2-TZVPD

Output
* F_max: 0.374 eV/Å
* LUMO level: -5.6 eV
* gap between HOMO and LUMO: 7.057 eV
* highest occupied orbital energy: -0.465 hartree
* calculated total energy: -55431.0730 eV

```
! wB97M-V def2-TZVPD RIJCOSX def2/J DEFGRID3
* xyz 2 1
In 0.915 0.094 0.659
O 1.843 2.177 1.385
C 1.291 3.282 1.369
C -0.055 3.587 0.986
C -0.357 4.949 0.823
C -1.600 5.321 0.403
C -2.592 4.369 0.150
C -2.320 3.038 0.325
C -1.046 2.589 0.753
O -0.832 1.328 0.969
N -1.902 6.745 0.212
O -1.001 7.534 0.402
O -3.025 7.029 -0.147
H 1.894 4.160 1.658
H 0.388 5.710 1.019
H -3.567 4.707 -0.175
H -3.090 2.301 0.147
C 1.476 -4.484 1.528
O 1.477 -3.595 0.372
C 2.397 -2.731 0.209
C 3.576 -2.572 1.059
H 1.269 -3.892 2.417
H 2.431 -4.996 1.597
H 0.679 -5.191 1.327
H 4.430 -2.920 0.462
H 3.543 -3.093 2.008
H 3.740 -1.499 1.174
C -4.571 -1.158 0.055
C -3.108 -0.705 -0.156
N -2.190 -1.832 -0.022
C -2.336 -2.427 1.299
C -3.769 -2.981 1.499
N -4.547 -2.649 0.258
C -3.937 -3.326 -0.938
C -2.476 -2.825 -1.049
H -5.215 -0.960 -0.800
H -5.026 -0.728 0.946
H -2.819 0.056 0.565
H -2.981 -0.276 -1.150
H -2.113 -1.669 2.048
H -1.608 -3.231 1.406
H -4.291 -2.520 2.336
H -3.802 -4.063 1.618
H -5.503 -2.981 0.370
H -4.548 -3.060 -1.799
H -4.014 -4.399 -0.772
H -2.310 -2.377 -2.028
H -1.781 -3.658 -0.940
N 2.616 -1.226 -2.829
C 3.679 -0.216 -2.744
P 3.279 0.826 -1.325
O 1.835 1.250 -1.377
O 3.760 0.181 -0.037
C 4.395 2.304 -1.402
N 4.698 2.604 0.040
H 2.763 -1.810 -3.644
H 1.728 -0.750 -2.958
H 2.326 -2.185 -0.736
H 3.780 0.403 -3.644
H 4.637 -0.700 -2.552
H 3.926 3.166 -1.869
H 5.332 2.076 -1.908
H 4.512 1.688 0.535
H 4.063 3.302 0.424
H 5.658 2.909 0.191
*
```


[5]
Formula: C18H33N3NaO3
Source: the OMol25 dataset
Level of theory: ωB97M-V/def2-TZVPD

Output
* F_max: 2.291 eV/Å
* LUMO level: -3.5 eV
* gap between HOMO and LUMO: 6.847 eV
* highest occupied orbital energy: -0.380 hartree
* calculated total energy: -34224.5667 eV

```
! wB97M-V def2-TZVPD RIJCOSX def2/J DEFGRID3
* xyz 1 1
C 3.429 -1.441 -4.730
C 4.782 -1.375 -4.598
H 2.998 -1.461 -5.731
H 2.769 -1.500 -3.874
C 5.411 -1.297 -3.296
C 4.688 -1.044 -2.170
H 3.617 -0.864 -2.192
H 5.202 -0.998 -1.210
C 5.631 -1.393 -5.853
H 4.967 -1.491 -6.718
H 6.336 -2.232 -5.873
H 6.215 -0.471 -5.978
C 6.907 -1.497 -3.168
H 7.482 -0.788 -3.776
H 7.221 -2.508 -3.463
H 7.189 -1.349 -2.121
Na -2.193 0.776 1.484
O -1.113 -0.414 0.040
C -0.333 -1.376 0.087
O -1.230 -0.723 2.802
C -0.788 -1.825 2.471
O -0.725 -2.856 3.316
N -0.261 -2.198 1.228
C -0.078 -3.993 2.660
C 0.341 -3.535 1.290
H -0.796 -4.818 2.585
H 0.782 -4.287 3.272
H -0.056 -4.185 0.504
H 1.433 -3.483 1.203
C 0.529 -1.730 -1.016
C 0.538 -0.942 -2.114
H 1.098 -2.655 -0.898
H -0.051 -0.020 -2.126
H 1.086 -1.258 -2.994
C -2.040 3.571 0.982
N -2.293 3.903 2.360
C -1.205 4.616 2.994
C -3.083 3.031 3.198
C -4.458 2.622 2.629
N -4.444 1.382 1.823
C -4.739 0.159 2.580
C -5.315 1.442 0.653
H -1.736 4.496 0.472
H -2.942 3.203 0.480
H -1.193 2.863 0.835
H -1.450 5.685 3.110
H -0.993 4.211 3.992
H -0.288 4.550 2.386
H -2.505 2.128 3.512
H -3.272 3.612 4.114
H -5.134 2.486 3.491
H -4.864 3.438 2.014
H -5.756 0.159 3.015
H -4.684 -0.698 1.891
H -4.020 0.005 3.396
H -5.038 2.305 0.038
H -5.193 0.512 0.080
H -6.384 1.549 0.911
*
```


[6]
Formula: C18H33N3O3PdSbSe2
Source: the OMol25 dataset
Level of theory: ωB97M-V/def2-TZVPD

Output
* F_max: 1.088 eV/Å
* LUMO level (spin up / spin down): -2.2 / -5.6 eV
* gap between HOMO and LUMO (spin up / spin down): 8.484 / 5.078 eV
* highest occupied orbital energy (spin up / spin down): -0.392 / -0.391 hartree
* calculated total energy: -170515.0846 eV

```
! wB97M-V def2-TZVPD RIJCOSX def2/J DEFGRID3
* xyz 1 5
Pd -0.856 -0.844 0.519
O 3.474 -5.057 0.833
C 2.113 -5.153 0.448
C 1.557 -3.732 0.230
C 2.449 -3.101 -0.839
O 2.014 -1.786 -1.166
C 0.090 -3.938 -0.191
Se -0.853 -2.548 -1.183
C 1.666 -3.027 1.595
Se 1.219 -1.141 1.817
H 3.843 -5.939 0.938
H 1.520 -5.645 1.226
H 1.997 -5.723 -0.478
H 2.418 -3.742 -1.726
H 3.469 -3.081 -0.463
H 2.550 -1.463 -1.896
H -0.542 -4.048 0.688
H 0.004 -4.838 -0.795
H 2.684 -3.131 1.963
H 0.998 -3.508 2.315
C 2.564 1.351 -2.701
C 1.711 2.374 -1.957
C 1.012 3.360 -2.887
Sb 0.232 1.405 -0.667
C 0.106 2.842 0.947
C -0.469 4.179 0.492
C 1.480 2.982 1.601
C -1.610 1.749 -1.790
C -1.602 0.909 -3.062
C -2.820 1.444 -0.906
H 3.322 1.862 -3.302
H 1.957 0.753 -3.386
H 3.089 0.685 -2.013
H 2.321 2.911 -1.227
H 0.418 2.847 -3.646
H 1.768 3.954 -3.410
H 0.362 4.055 -2.353
H -0.579 2.358 1.638
H 0.198 4.696 -0.203
H -0.596 4.832 1.362
H -1.445 4.070 0.016
H 2.209 3.446 0.931
H 1.884 2.020 1.927
H 1.404 3.621 2.485
H -1.598 2.807 -2.051
H -1.569 -0.156 -2.833
H -0.755 1.135 -3.711
H -2.516 1.086 -3.637
H -2.938 0.367 -0.761
H -3.741 1.786 -1.387
H -2.763 1.907 0.077
N -3.278 1.345 3.712
C -2.782 0.342 2.967
O -1.851 0.572 2.146
C -3.358 -0.967 3.135
C -4.510 -1.188 3.933
N -5.442 -1.272 4.608
C -2.700 -1.931 2.399
N -1.981 -2.546 1.716
H -2.924 2.275 3.593
H -4.023 1.180 4.369
*
```


no.,M (g mol⁻¹)
1,558.5
2,412.5
3,644.3
4,577.3
5,362.5
6,725.6